{"formula": "C2H9NPS", "method": "the ωB97M-V functional and the def2-TZVPD basis", "orbital_gap_ev": [7.93, 7.93], "multiplicity": 1, "homo_ha": [-0.48472, -0.48473], "charge": 1, "species": ["C", "C", "N", "P", "S", "H", "H", "H", "H", "H", "H", "H", "H", "H"], "coordinates": [[-0.2358, 1.1525, 0.1021], [0.1449, -0.2267, -0.2960], [-1.0900, -1.0193, -0.5803], [1.4967, -1.5954, 1.6617], [-1.3252, 1.9382, -1.1865], [-0.4130, 1.3065, 1.2002], [0.7505, 1.6946, 0.1172], [0.6902, -0.1230, -1.2159], [-0.8362, -2.0224, -0.9623], [-1.7609, -0.3847, -1.0918], [-1.6736, -1.1127, 0.2179], [2.0851, -0.5405, 2.3320], [2.7233, -2.0036, 1.1045], [-0.5560, 2.9366, -1.4028]], "forces_ev_per_angstrom": [[2.15, 1.49, 1.58], [0.84, -0.68, 1.38], [0.43, -1.30, -1.06], [-1.88, 0.13, -1.44], [-0.92, -1.52, 1.30], [-1.20, -0.33, -1.05], [-0.86, -0.28, -0.61], [0.44, -0.71, -0.32], [-1.16, 2.67, 0.45], [0.97, -1.09, -1.09], [-0.10, -0.80, 1.74], [0.17, 0.84, 0.08], [0.01, 0.22, -0.51], [1.11, 1.37, -0.45]], "mulliken_charge": [-0.669, -0.522, -0.261, 0.120, -0.182, 0.388, 0.347, 0.338, 0.412, 0.276, 0.343, 0.106, 0.123, 0.180]}



{"formula": "C2H11NO5", "method": "the ωB97M-V functional and the def2-TZVPD basis", "smiles": "O=CNCO.O.O.O", "orbital_gap_ev": 10.88, "multiplicity": 1, "homo_ha": -0.38579, "charge": 0, "species": ["O", "C", "N", "C", "O", "H", "H", "H", "H", "H", "O", "H", "H", "O", "H", "H", "O", "H", "H"], "coordinates": [[-0.9193, -0.4433, -0.6163], [-1.8155, 0.2150, -0.1462], [-1.6844, 1.5418, 0.2189], [-0.3186, 2.0813, 0.0295], [-0.2958, 2.4176, -1.3979], [-2.7918, -0.1656, 0.1890], [-2.4862, 2.1458, 0.1616], [-0.2666, 3.1088, 0.3834], [0.5762, 1.5346, 0.3251], [0.0950, 1.6423, -1.8187], [0.6783, -2.6924, 0.5398], [-0.2599, -2.7313, 0.3107], [0.6437, -3.2238, 1.3436], [1.9992, -0.2131, 1.9834], [1.7788, -0.5557, 1.1062], [1.3490, 0.4946, 2.0768], [1.4927, -1.7662, -1.8750], [1.5231, -2.1757, -0.9818], [0.7020, -1.2146, -1.8320]], "forces_ev_per_angstrom": [[0.04, -0.34, -0.02], [-0.56, 1.37, 1.06], [2.30, -1.74, 0.68], [-2.06, 2.66, -2.78], [1.24, -0.88, 0.56], [-0.12, -0.36, -0.58], [0.11, 0.16, 0.19], [-0.14, -0.32, 1.05], [-0.75, -0.60, 0.15], [-0.12, 0.11, -0.36], [-0.82, -0.56, 0.74], [0.10, 0.48, -0.60], [0.71, 0.04, 0.17], [-0.36, 0.33, -0.34], [0.14, -0.36, 0.09], [0.18, -0.08, 0.32], [0.10, -0.06, 0.52], [-0.05, 0.26, -0.87], [0.06, -0.12, 0.03]], "mulliken_charge": [-0.477, -0.066, -0.135, -0.341, -0.539, 0.372, 0.276, 0.297, 0.197, 0.319, -0.619, 0.286, 0.286, -0.633, 0.355, 0.338, -0.654, 0.379, 0.360]}



Energy relative to the best compared isomer or geometry (same formula, charge and spin) values (in kcal per mole) by entry order: 80.1 30.8.